Here is 2 unconnected molecules or ions with the total composition C2H3N5O at a distorted geometry from OMol25. Energies are from ωB97M-V with the def2-TZVPD basis set.

DFT total energy   -426.8022 Ha
Molar mass   113.080 g mol⁻¹
Energy above the lowest of the compared OMol25 structures with the same formula, charge and spin   6.952 eV
Gap between HOMO and LUMO   8.7 eV

Atoms and positions in Å:
C  -0.61  -0.59  -0.12
C  -0.40  0.87  0.01
H  -2.76  -0.45  -0.12
H  -1.71  -2.31  0.45
H  -0.98  2.48  0.37
N  -1.90  -1.02  -0.21
N  0.35  -1.49  0.09
N  1.87  0.46  -0.06
N  0.99  1.29  -0.23
N  -1.46  1.59  0.22
O  1.57  -0.91  0.15

Charge distribution, natural (NBO) scheme, values in e: C 0.28; C 0.29; H 0.44; H 0.40; H 0.35; N -0.78; N -0.15; N 0.20; N -0.23; N -0.58; O -0.22



Here is 3 unconnected molecules or ions with the total composition CH4N2O3S at a distorted geometry from OMol25. Energies are from ωB97M-V with the def2-TZVPD basis set.

DFT total energy   -773.8964 Ha
Molar mass   124.121 g mol⁻¹
Energy above the lowest of the compared OMol25 structures with the same formula, charge and spin   0.802 eV
Gap between HOMO and LUMO   9.5 eV

Atoms and positions in Å:
C  2.95  0.40  -0.02
N  3.30  1.46  -0.30
N  -3.03  -0.95  0.05
O  2.49  -0.64  0.30
O  -0.12  -0.80  -0.95
O  -0.14  0.81  0.79
S  -0.06  -0.63  0.49
H  3.80  2.10  -0.83
H  -3.91  -0.93  0.56
H  -2.33  -0.48  0.63
H  -2.96  -0.34  -0.73

Charge distribution, natural (NBO) scheme, values in e: C 0.88; N -0.71; N -1.06; O -0.59; O -0.83; O -0.86; S 1.67; H 0.44; H 0.37; H 0.32; H 0.37



Here is 8 unconnected molecules or ions with the total composition H16O8 from OMol25. Energies are from ωB97M-V with the def2-TZVPD basis set.

DFT total energy   -611.4756 Ha
Molar mass   144.120 g mol⁻¹
Energy above the lowest of the compared OMol25 structures with the same formula, charge and spin   2.913 eV
SMILES string   O.O.O.O.O.O.O.O
Gap between HOMO and LUMO   11.4 eV

Atoms and positions in Å:
O  1.50  -5.94  0.09
H  0.82  -6.47  -0.33
H  2.05  -5.64  -0.64
O  4.02  1.40  0.86
H  3.35  1.36  0.17
H  3.53  1.53  1.67
O  1.87  2.25  -4.10
H  1.21  2.62  -4.68
H  1.46  1.48  -3.71
O  -1.03  5.59  1.83
H  -0.69  6.02  1.05
H  -1.36  4.75  1.52
O  -0.20  -0.87  -0.95
H  0.07  -1.53  -0.31
H  -0.94  -0.43  -0.53
O  2.24  -0.42  5.04
H  3.11  -0.65  5.38
H  1.71  -1.20  5.17
O  -3.97  0.53  1.32
H  -4.90  0.33  1.25
H  -3.79  0.52  2.26
O  -3.52  -1.65  -4.45
H  -3.78  -1.39  -3.57
H  -2.74  -2.19  -4.32

Charge distribution, natural (NBO) scheme, values in e: O -0.94; H 0.47; H 0.47; O -0.94; H 0.47; H 0.47; O -0.94; H 0.47; H 0.47; O -0.93; H 0.47; H 0.47; O -0.94; H 0.47; H 0.47; O -0.94; H 0.47; H 0.47; O -0.94; H 0.47; H 0.47; O -0.94; H 0.47; H 0.47



Here is a molecular structure, C8H14IP at a distorted geometry from OMol25. Energies are from ωB97M-V with the def2-TZVPD basis set.

DFT total energy   -952.1479 Ha
Molar mass   268.078 g mol⁻¹
Energy above the lowest of the compared OMol25 structures with the same formula, charge and spin   0.000 eV
Gap between HOMO and LUMO (spin up / spin down)   7.6 / 6.8 eV

Atoms and positions in Å:
C  4.26  0.93  -0.22
C  -2.30  -1.33  0.23
C  -1.90  -0.99  -1.20
C  -1.68  -0.35  1.22
C  -0.37  -0.98  -1.35
C  -0.15  -0.29  1.04
C  0.13  0.02  -0.38
C  4.44  2.40  -0.25
P  2.88  -0.07  -0.30
I  6.08  -0.19  -0.03
H  -3.39  -1.30  0.32
H  -1.97  -2.34  0.47
H  -2.33  -1.72  -1.89
H  -2.29  -0.01  -1.47
H  -2.09  0.65  1.06
H  -1.91  -0.65  2.25
H  0.02  -1.98  -1.11
H  -0.09  -0.74  -2.37
H  0.27  0.46  1.71
H  0.27  -1.27  1.30
H  0.02  1.06  -0.67
H  3.48  2.89  -0.44
H  5.14  2.69  -1.03
H  4.83  2.75  0.70

Charge distribution, natural (NBO) scheme, values in e: C -0.62; C -0.40; C -0.38; C -0.38; C -0.49; C -0.49; C -0.06; C -0.70; P 0.45; I 0.13; H 0.21; H 0.20; H 0.21; H 0.20; H 0.20; H 0.21; H 0.21; H 0.22; H 0.22; H 0.21; H 0.18; H 0.23; H 0.23; H 0.23



Here is C2H3NO3 in the gas phase at a distorted geometry from OMol25. Energies are from ωB97M-V with the def2-TZVPD basis set.

DFT total energy   -358.3700 Ha
Molar mass   89.050 g mol⁻¹
Energy above the lowest of the compared OMol25 structures with the same formula, charge and spin   4.344 eV
SMILES string   O=CC(=O)NO
Gap between HOMO and LUMO   8.7 eV

Atoms and positions in Å:
O  -0.61  1.51  -0.21
C  0.50  1.19  0.04
C  0.76  -0.29  0.02
O  1.96  -0.64  -0.04
N  -0.36  -1.05  -0.37
O  -1.53  -0.84  0.21
H  1.17  1.90  0.49
H  -0.16  -1.96  0.02
H  -1.73  0.19  -0.17

Charge distribution, natural (NBO) scheme, values in e: O -0.50; C 0.37; C 0.51; O -0.53; N -0.31; O -0.56; H 0.15; H 0.38; H 0.50



Here is 3 unconnected molecules or ions with the total composition H6O3 at a distorted geometry from OMol25. Energies are from ωB97M-V with the def2-TZVPD basis set.

DFT total energy   -229.3089 Ha
Molar mass   54.045 g mol⁻¹
Energy above the lowest of the compared OMol25 structures with the same formula, charge and spin   0.441 eV
SMILES string   O.O.O
Gap between HOMO and LUMO   11.6 eV

Atoms and positions in Å:
O  -22.09  6.64  10.40
H  -22.30  7.40  9.89
H  -21.52  6.99  11.03
O  -19.49  8.35  11.08
H  -19.31  7.72  10.32
H  -18.94  7.97  11.79
O  -21.64  4.43  8.48
H  -21.51  3.59  8.93
H  -21.94  4.96  9.24

Charge distribution, natural (NBO) scheme, values in e: O -0.95; H 0.47; H 0.48; O -0.95; H 0.48; H 0.47; O -0.95; H 0.46; H 0.49